(1)
Density functional theory data (the ωB97M-V functional and the def2-TZVPD basis) for C33H33Cl5FeN4O2Si as an isolated structure.

Results
Kohn-Sham gap (spin up / spin down) (hartree): 0.1912 / 0.2095
Net charge: -2
Largest force on an atom (eV Å⁻¹): 0.2
E_tot (Ha): -5501.12448
Multiplicity: 5

CARTESIAN COORDINATES (ANGSTROEM)
Fe -0.1269 0.0931 -0.2064
O 1.8008 -2.7199 2.3346
C 0.9362 -2.0054 1.7989
N 0.6926 -1.7836 0.5067
C 1.2557 -2.6161 -0.4707
C 1.7818 -3.8846 -0.2051
C 2.2238 -4.7135 -1.2264
C 2.1571 -4.2826 -2.5384
C 1.6475 -3.0239 -2.8306
C 1.1929 -2.1661 -1.8203
N 0.6503 -0.8876 -2.0264
C 0.5753 -0.3683 -3.2476
O 0.9576 -0.8150 -4.3460
C -0.0851 0.9978 -3.3030
C -0.2210 1.6287 -4.5386
C -0.8275 2.8676 -4.5922
C -1.2817 3.4428 -3.4122
C -1.0985 2.7463 -2.2305
N -0.5102 1.5534 -2.1742
C -0.0202 -1.3176 2.7633
C 0.2372 -1.3923 4.1319
C -0.6760 -0.8463 5.0122
C -1.8252 -0.2520 4.5074
C -1.9877 -0.2121 3.1330
N -1.1056 -0.7248 2.2809
H 1.8456 -4.2105 0.8194
H 2.6252 -5.6923 -0.9840
H 2.5041 -4.9167 -3.3478
H 1.5987 -2.6823 -3.8494
H 0.1582 1.1149 -5.4097
H -0.9467 3.3830 -5.5387
H -1.7642 4.4116 -3.4000
H -1.4253 3.1614 -1.2858
H 1.1465 -1.8803 4.4515
H -0.4977 -0.8801 6.0811
H -2.5725 0.1840 5.1580
H -2.8605 0.2579 2.6907
Cl -2.2209 2.6631 1.1280
C -3.0791 1.3619 0.3136
C -2.3404 0.3086 -0.2050
C -3.1180 -0.7117 -0.7537
Cl -2.3103 -2.1315 -1.3641
C -4.5082 -0.6787 -0.8260
Cl -5.4099 -1.9800 -1.5341
C -5.1928 0.4220 -0.3157
Cl -6.9227 0.4982 -0.3989
C -4.4706 1.4529 0.2708
Cl -5.3164 2.8149 0.9373
C 1.2717 3.7195 0.0691
Si 1.6225 1.8939 0.5998
C 3.3441 1.5665 -0.2995
C 4.5194 2.4281 0.1678
C 3.7422 0.0936 -0.1708
C 3.1353 1.8551 -1.7906
C 2.0190 2.1804 2.5176
C 2.7703 3.4734 2.8533
C 0.6773 2.2629 3.2512
C 2.8079 1.0044 3.0976
H 2.1450 4.3698 0.1930
H 0.4572 4.1429 0.6669
H 0.9651 3.7773 -0.9768
H 4.8284 2.1859 1.1867
H 4.2887 3.4967 0.1287
H 5.3899 2.2556 -0.4838
H 3.8904 -0.2125 0.8671
H 4.6807 -0.0959 -0.7134
H 2.9802 -0.5599 -0.5959
H 2.9058 2.9076 -1.9777
H 2.3262 1.2497 -2.1992
H 4.0472 1.6061 -2.3526
H 2.2214 4.3558 2.5164
H 3.7661 3.5119 2.4116
H 2.8905 3.5602 3.9448
H 0.0951 3.1267 2.9173
H 0.8406 2.3720 4.3347
H 0.0674 1.3771 3.0873
H 3.8419 0.9998 2.7449
H 2.3737 0.0386 2.8330
H 2.8347 1.0660 4.1968

Forces on the atoms, in the same order (eV/Å):
Fe 0.03 0.08 -0.17
O 0.01 -0.01 0.00
C 0.01 -0.02 -0.04
N 0.00 -0.03 0.06
C -0.02 0.06 -0.02
C -0.01 0.00 -0.02
C 0.00 -0.01 0.01
C 0.00 0.00 -0.02
C 0.01 0.01 0.00
C 0.00 -0.04 0.04
N 0.05 -0.03 0.07
C -0.04 0.03 -0.01
O -0.01 0.00 0.00
C 0.01 -0.01 0.03
C -0.01 -0.01 0.00
C 0.00 0.00 0.00
C -0.01 -0.01 0.00
C -0.01 0.01 -0.03
N 0.02 0.00 0.05
C -0.01 0.03 0.00
C 0.01 0.00 -0.01
C 0.00 0.00 0.01
C -0.01 0.00 0.00
C 0.01 -0.02 0.00
N -0.01 0.00 -0.01
H 0.00 0.00 0.00
H 0.00 0.00 0.00
H 0.00 0.00 0.00
H 0.00 0.00 0.00
H 0.00 0.00 0.00
H 0.00 0.00 0.00
H 0.00 0.00 0.00
H 0.00 0.00 0.01
H 0.00 0.00 0.01
H 0.00 0.00 0.00
H 0.00 0.00 0.00
H 0.00 0.00 0.01
Cl 0.02 0.01 0.00
C 0.03 -0.01 0.00
C -0.05 -0.07 0.00
C 0.01 0.02 0.01
Cl 0.01 0.01 -0.01
C 0.01 0.00 0.00
Cl -0.01 0.00 -0.01
C -0.02 -0.01 0.00
Cl 0.00 0.00 0.00
C 0.01 0.00 0.00
Cl -0.01 0.01 0.00
C -0.01 0.00 0.01
Si 0.04 0.01 0.03
C 0.00 0.03 0.01
C 0.00 -0.01 0.00
C -0.01 -0.02 0.00
C 0.01 -0.01 -0.01
C -0.01 0.00 -0.01
C 0.02 0.00 0.00
C 0.01 0.01 -0.01
C 0.01 -0.01 0.00
H 0.00 0.00 0.00
H 0.00 0.00 0.00
H 0.00 -0.01 -0.01
H 0.00 -0.01 -0.01
H 0.00 0.00 0.00
H 0.00 0.00 -0.01
H 0.00 0.00 -0.01
H 0.00 0.00 0.00
H -0.01 -0.01 0.00
H 0.00 0.01 0.01
H -0.02 0.00 0.01
H 0.00 0.00 0.00
H -0.01 0.01 0.00
H -0.02 0.01 0.01
H 0.00 0.00 0.01
H -0.01 0.01 -0.01
H 0.00 0.00 0.01
H 0.00 -0.01 0.00
H 0.00 0.01 0.00
H -0.01 0.00 0.00
H 0.00 0.00 0.00

These are the Löwdin partial charges, in e, on atoms 1 to 5:
1 Fe 0.613
2 O -0.027
3 C -0.493
4 N 0.037
5 C -0.228

=====

(2)
Density functional theory data (the ωB97M-V functional and the def2-TZVPD basis) for C33H33CoN7O2S2 as an isolated structure.

Results
Kohn-Sham gap (spin up / spin down) (hartree): 0.1657 / 0.1664
Net charge: 0
Largest force on an atom (eV Å⁻¹): 1.0
E_tot (Ha): -3990.22646
Multiplicity: 2

CARTESIAN COORDINATES (ANGSTROEM)
Co -0.2715 0.3345 -0.4474
C 1.8050 2.3518 -1.3237
C 1.1446 1.9641 -2.6413
N 0.5341 0.6468 -2.5486
C 1.4535 -0.4913 -2.6740
C 2.1406 -0.7966 -1.3666
C 3.4359 -1.2746 -1.2646
C 3.9400 -1.5629 -0.0057
C 3.1434 -1.3758 1.1116
C 1.8529 -0.9076 0.9323
C 0.8610 -0.7227 2.0579
N -0.0489 0.3906 1.7808
C 0.4573 1.7077 2.1411
C 1.4593 2.2191 1.1166
N 0.8679 2.1516 -0.2194
N 1.3933 -0.6099 -0.2824
H 2.6829 1.7304 -1.1357
H 2.1463 3.3925 -1.3892
H 0.3483 2.6819 -2.8652
H 1.8857 2.0240 -3.4496
H -0.1981 0.5583 -3.2396
H 0.8527 -1.3737 -2.9152
H 2.2014 -0.3336 -3.4608
H 4.0254 -1.4311 -2.1569
H 4.9470 -1.9414 0.1022
H 3.4966 -1.6187 2.1038
H 0.2679 -1.6396 2.1115
H 1.3929 -0.5964 3.0092
H -0.9425 0.2345 2.2358
H -0.3989 2.3845 2.1535
H 0.9168 1.7205 3.1394
H 1.7560 3.2390 1.3929
H 2.3670 1.6117 1.1127
H 0.1005 2.8155 -0.2909
S -1.5252 -1.4582 -0.9796
C -1.4901 -2.6554 0.3256
C -2.6320 -2.6942 1.1141
C -2.7781 -3.5544 2.1948
C -3.9905 -3.5379 2.9420
N -4.9898 -3.4959 3.5118
C -1.6950 -4.3988 2.5057
C -0.5693 -4.3921 1.7103
C -0.4306 -3.5806 0.5562
S 0.9138 -3.8315 -0.4728
C -1.7420 -5.2609 3.6507
N -1.7597 -5.9533 4.5673
H -3.4378 -2.0114 0.8794
H 0.2483 -5.0602 1.9477
C -5.2160 0.5924 -0.8366
O -4.5199 1.6057 -0.1194
C -3.9373 1.2590 1.0451
C -4.0210 -0.0145 1.6122
C -3.5111 -0.2636 2.8721
C -2.9191 0.7610 3.6070
C -2.7883 2.0101 3.0303
C -3.2441 2.2590 1.7367
N -2.9974 3.5526 1.2269
C -2.9566 4.0928 -0.0011
C -2.8055 3.5047 -1.2531
C -3.1530 4.2749 -2.4132
C -3.2506 3.6929 -3.6315
C -2.9968 2.2916 -3.7552
C -2.5875 1.5345 -2.7065
C -2.3900 2.1363 -1.4082
O -1.8910 1.5208 -0.4220
H -5.6061 1.0814 -1.7256
H -6.0382 0.1914 -0.2401
H -4.5297 -0.2091 -1.1280
H -4.5019 -0.8130 1.0679
H -3.5932 -1.2601 3.2862
H -2.5574 0.5855 4.6101
H -2.3160 2.8146 3.5835
H -2.8778 4.2256 1.9701
H -3.0908 5.1701 0.0188
H -3.3889 5.3245 -2.2826
H -3.5522 4.2651 -4.4967
H -3.1316 1.8229 -4.7230
H -2.3707 0.4779 -2.7946

Forces on the atoms, in the same order (eV/Å):
Co -0.17 0.36 0.03
C 0.05 0.14 -0.02
C 0.00 0.10 0.06
N -0.02 -0.32 -0.22
C 0.09 0.01 0.06
C 0.04 -0.05 -0.01
C -0.09 -0.03 0.02
C -0.05 0.01 -0.01
C -0.09 -0.06 -0.05
C 0.01 -0.06 0.02
C 0.12 0.07 -0.04
N -0.13 -0.21 0.18
C 0.04 -0.01 -0.05
C 0.07 0.14 0.04
N -0.27 -0.15 -0.01
N 0.08 0.14 0.07
H -0.03 0.00 0.00
H 0.05 -0.05 0.04
H 0.02 -0.03 -0.02
H -0.01 0.04 0.02
H 0.00 -0.04 0.00
H 0.02 -0.02 0.04
H -0.03 -0.02 -0.01
H 0.03 0.01 -0.01
H 0.03 -0.01 0.00
H 0.02 0.01 0.01
H 0.01 0.02 0.03
H 0.00 -0.03 -0.01
H 0.05 -0.08 -0.06
H 0.02 0.01 0.03
H -0.01 0.02 -0.03
H 0.04 -0.02 -0.07
H -0.05 -0.02 0.00
H 0.02 0.02 0.03
S -0.03 -0.17 -0.28
C -0.18 0.23 -0.03
C 0.06 -0.12 -0.09
C 0.14 -0.12 0.01
C 0.08 -0.28 -0.09
N -0.15 0.10 0.13
C 0.00 0.14 0.00
C 0.04 -0.10 0.11
C 0.03 -0.19 -0.25
S 0.04 0.14 0.04
C 0.00 -0.05 -0.01
N -0.01 -0.04 0.10
H 0.46 -0.65 -0.13
H -0.04 -0.02 -0.02
C 0.03 -0.15 -0.11
O -0.25 0.12 0.31
C -0.13 -0.14 0.00
C -0.23 0.51 0.08
C 0.00 0.11 0.12
C -0.05 0.01 -0.10
C -0.05 -0.02 -0.02
C 0.19 -0.11 0.13
N -0.15 0.33 -0.28
C 0.06 -0.30 0.08
C -0.23 0.16 0.12
C -0.04 -0.05 0.17
C 0.00 -0.09 0.01
C 0.01 0.07 -0.10
C 0.38 0.18 0.29
C -0.17 -0.38 0.01
O 0.81 0.31 -0.43
H -0.01 -0.02 0.02
H 0.01 0.01 -0.03
H -0.02 0.02 0.04
H -0.21 0.39 0.10
H -0.05 0.20 0.05
H -0.01 -0.02 0.03
H 0.05 0.02 0.00
H -0.23 0.07 -0.04
H 0.14 0.03 0.02
H -0.01 0.03 0.00
H 0.02 0.01 -0.02
H 0.00 0.00 -0.01
H -0.11 -0.08 -0.01

These are the Löwdin partial charges, in e, on atoms 1 to 5:
1 Co 0.259
2 C -0.172
3 C -0.175
4 N -0.083
5 C -0.125

=====

(3)
Density functional theory data (the ωB97M-V functional and the def2-TZVPD basis) for C33H33N5O2SW as an isolated structure in a non-equilibrium geometry.

Results
Kohn-Sham gap (spin up / spin down) (hartree): 0.1760 / 0.1775
Net charge: +2
Largest force on an atom (eV Å⁻¹): 1.2
E_tot (Ha): -2166.43941

CARTESIAN COORDINATES (ANGSTROEM)
W 0.9186 0.1782 0.2292
C 1.5681 -1.9562 0.7984
C 0.9705 -1.3325 1.9537
C 1.8208 -0.2461 2.3506
C 2.9366 -0.2281 1.4659
C 2.7600 -1.2440 0.4873
C 3.7126 -1.5877 -0.6157
C 4.1657 0.6086 1.5944
C 1.6419 0.5593 3.6019
C -0.1022 -1.9044 2.8322
C 1.1398 -3.2253 0.1335
H 4.3494 -2.4169 -0.3002
H 4.3615 -0.7510 -0.8696
H 3.1943 -1.9000 -1.5226
H 4.9432 -0.0064 2.0539
H 4.0187 1.4757 2.2326
H 4.5448 0.9435 0.6293
H 0.7219 1.1452 3.5946
H 2.4758 1.2389 3.7646
H 1.5982 -0.1098 4.4631
H 0.3701 -2.3902 3.6890
H -0.6940 -2.6641 2.3272
H -0.7677 -1.1357 3.2290
H 1.7204 -4.0556 0.5408
H 1.3190 -3.2021 -0.9415
H 0.0884 -3.4488 0.3029
O 2.8598 1.2009 -6.3613
C 1.9122 0.4664 -6.0628
O 1.0959 -0.2100 -6.7016
C 1.6512 0.4193 -4.5315
C 0.6445 -0.4040 -4.0214
C 0.4217 -0.4265 -2.6694
N 1.1366 0.3667 -1.8273
C 2.0712 1.2197 -2.3243
C 2.3685 1.2409 -3.6640
C 2.5917 2.1691 -1.3204
C 3.4467 3.2098 -1.6333
C 3.7521 4.1453 -0.6537
C 3.1777 4.0235 0.6008
C 2.3505 2.9455 0.8506
N 2.0755 2.0205 -0.0774
C -0.6444 -1.1836 -1.9917
C -1.5273 -2.0103 -2.6657
C -2.5502 -2.6219 -1.9577
C -2.6695 -2.3739 -0.5987
C -1.7476 -1.5441 0.0082
N -0.7393 -0.9644 -0.6577
H 0.0877 -0.9725 -4.7576
H 3.1090 1.8847 -4.1242
H 3.8475 3.3019 -2.6320
H 4.4138 4.9701 -0.8812
H 3.3664 4.7453 1.3822
H 1.8917 2.7998 1.8203
H -1.4192 -2.1662 -3.7292
H -3.2481 -3.2729 -2.4668
H -3.4621 -2.8108 -0.0082
H -1.8064 -1.3215 1.0618
N -2.8935 1.4609 -0.4921
C -2.3451 1.3673 0.7058
S -0.6697 1.8833 0.8974
N -3.0193 0.9511 1.7579
C -4.3742 0.4806 1.7988
C -4.6256 -0.6795 2.5203
C -5.9213 -1.1637 2.5980
C -6.9546 -0.4972 1.9521
C -6.6936 0.6719 1.2532
C -5.4009 1.1768 1.1808
H -2.3492 1.8451 -1.2475
H -3.8624 1.2288 -0.6625
H -2.4769 0.8560 2.6050
H -3.8189 -1.1931 3.0319
H -6.1255 -2.0590 3.1691
H -7.9649 -0.8767 2.0121
H -7.4993 1.2160 0.7801
H -5.2393 2.1399 0.7106

Forces on the atoms, in the same order (eV/Å):
W -0.94 0.58 0.39
C 0.01 0.04 -0.11
C -0.03 0.08 -0.12
C 0.08 -0.03 -0.13
C 0.15 0.03 0.01
C 0.13 -0.12 0.01
C -0.01 0.02 -0.02
C 0.00 -0.01 0.01
C -0.01 0.03 0.00
C 0.00 0.01 -0.01
C 0.01 -0.02 0.01
H 0.02 0.01 -0.01
H 0.00 0.01 0.01
H -0.01 -0.02 0.01
H 0.01 0.00 -0.01
H -0.01 -0.01 0.01
H -0.01 0.00 -0.01
H -0.01 -0.03 0.00
H 0.00 0.01 -0.01
H 0.02 0.00 0.00
H 0.00 0.01 0.01
H 0.01 -0.01 -0.01
H 0.00 0.01 -0.01
H 0.00 0.00 0.00
H 0.01 0.01 0.00
H -0.01 0.00 0.01
O -0.03 -0.11 0.17
C -0.06 0.18 -0.41
O 0.08 -0.01 0.21
C -0.02 -0.09 0.20
C 0.07 -0.05 -0.03
C 0.01 0.03 -0.03
N 0.19 -0.19 0.06
C 0.00 0.03 0.02
C 0.01 0.02 -0.06
C 0.01 0.01 -0.07
C -0.04 -0.01 0.08
C 0.00 -0.02 -0.05
C -0.02 -0.03 0.03
C 0.01 0.04 0.02
N 0.10 -0.11 -0.10
C 0.03 0.01 -0.01
C -0.04 0.00 0.09
C 0.02 0.00 -0.06
C 0.04 0.04 0.07
C -0.05 0.02 -0.03
N 0.03 -0.05 -0.18
H -0.02 -0.02 0.02
H 0.01 0.02 0.02
H 0.00 0.00 -0.01
H 0.00 0.01 0.01
H 0.00 0.00 0.00
H 0.01 0.02 0.00
H 0.01 0.00 0.00
H -0.01 0.00 0.01
H -0.01 -0.02 0.00
H -0.01 -0.02 0.00
N 0.04 0.03 0.00
C -0.04 0.02 -0.19
S 0.27 -0.36 0.06
N 0.15 -0.05 0.07
C -0.02 -0.08 0.02
C 0.00 -0.02 -0.06
C -0.01 -0.01 0.00
C 0.02 0.03 -0.02
C 0.02 -0.01 0.00
C -0.19 0.10 0.04
H 0.00 0.00 -0.01
H 0.00 -0.02 0.06
H -0.04 0.11 0.05
H 0.01 0.00 -0.01
H 0.00 0.00 0.00
H 0.00 0.00 0.00
H -0.02 -0.01 0.01
H 0.08 -0.04 0.00

These are the Löwdin partial charges, in e, on atoms 1 to 5:
1 W 1.450
2 C -0.296
3 C -0.318
4 C -0.306
5 C -0.264